ORCA calculation (ωB97M-V with the def2-TZVPD basis set) on 16 unconnected molecules or ions with the total composition C48H48F16O48.

Output
* energy: -192317.0737 eV

Positions of all 160 atoms, in Å:
C (4.72291, -4.78710, -0.55505)
C (3.33295, -4.25563, -0.12440)
O (3.34502, -4.35517, 1.26267)
C (4.36756, -5.15240, 1.67237)
O (4.50686, -5.58172, 2.81443)
O (5.10215, -5.54530, 0.63292)
F (2.29135, -5.01103, -0.52277)
H (5.40385, -3.91640, -0.68522)
H (4.65116, -5.50988, -1.35907)
H (3.13975, -3.24353, -0.42781)
C (0.78660, 3.76123, 3.61894)
C (-0.25890, 4.57080, 4.46938)
O (-1.02749, 3.65825, 4.97253)
C (-0.87063, 2.40960, 4.31145)
O (-1.63993, 1.55084, 4.09742)
O (0.36621, 2.46643, 3.69589)
F (-1.01091, 5.42592, 3.72463)
H (1.80421, 3.91038, 3.91862)
H (0.56682, 4.01003, 2.57381)
H (0.19005, 5.13841, 5.30366)
C (-3.42133, 5.34128, -0.51235)
C (-2.64634, 5.47726, 0.77962)
O (-2.46984, 4.10620, 1.13982)
C (-3.10837, 3.22365, 0.31861)
O (-3.13438, 2.03164, 0.41899)
O (-3.63966, 3.93641, -0.72709)
F (-3.33706, 6.11688, 1.78419)
H (-2.93047, 5.82343, -1.39782)
H (-4.39496, 5.84392, -0.36127)
H (-1.65288, 5.92020, 0.67134)
C (-1.86040, -1.73917, 5.23322)
C (-1.67803, -3.27319, 5.44376)
O (-0.81271, -3.70986, 4.41124)
C (-0.64325, -2.64493, 3.50852)
O (-0.08143, -2.71775, 2.47297)
O (-1.37599, -1.52524, 3.90645)
F (-2.88622, -3.88203, 5.16449)
H (-1.26028, -1.23390, 5.92106)
H (-2.94285, -1.53006, 5.27453)
H (-1.40014, -3.81731, 6.29647)
C (-4.12339, -0.36713, -1.54286)
C (-2.85258, 0.34055, -2.12617)
O (-3.07843, 0.25229, -3.51137)
C (-4.12135, -0.58673, -3.82345)
O (-4.44252, -0.90416, -4.97044)
O (-4.75534, -1.00009, -2.70563)
F (-1.69545, -0.35599, -1.70098)
H (-4.79799, 0.31307, -1.05857)
H (-3.81857, -1.07638, -0.81130)
H (-2.74022, 1.37037, -1.77091)
C (-1.23502, -4.16350, -0.55306)
C (-1.17844, -5.68239, -0.94436)
O (-1.96477, -5.70523, -2.10013)
C (-2.60497, -4.54928, -2.27550)
O (-3.29644, -4.26156, -3.21816)
O (-2.36478, -3.66041, -1.29548)
F (-1.81981, -6.51173, -0.04182)
H (-0.31486, -3.63440, -0.82991)
H (-1.49982, -4.00830, 0.50677)
H (-0.15899, -6.01876, -1.13470)
C (-6.97142, -3.75581, 1.52407)
C (-6.58554, -3.54069, 0.12192)
O (-5.22367, -3.23841, 0.17066)
C (-4.92155, -3.00482, 1.48460)
O (-3.79506, -2.73793, 1.82957)
O (-5.96916, -3.17022, 2.30351)
F (-7.24327, -2.52118, -0.43026)
H (-7.00484, -4.83252, 1.70571)
H (-7.94247, -3.43170, 1.80922)
H (-6.77525, -4.37774, -0.49861)
C (2.69518, 5.13702, -1.68850)
C (2.24453, 4.62388, -0.33953)
O (1.02600, 5.30479, -0.10256)
C (0.84182, 6.26399, -1.01934)
O (-0.14481, 6.94277, -1.10441)
O (1.82607, 6.27551, -1.87545)
F (3.09706, 5.00311, 0.65439)
H (2.44834, 4.39866, -2.49368)
H (3.73840, 5.39797, -1.86462)
H (2.05259, 3.55291, -0.20258)
C (3.99121, -0.21051, -2.55526)
C (3.43728, 1.20029, -2.58816)
O (4.59744, 1.99904, -2.56356)
C (5.60908, 1.27899, -1.88093)
O (6.61716, 1.81285, -1.54503)
O (5.27241, -0.00830, -1.90492)
F (2.67379, 1.45433, -1.48660)
H (4.08640, -0.66090, -3.58494)
H (3.29041, -0.80527, -1.99356)
H (2.83278, 1.57091, -3.42387)
C (0.26767, 4.81896, -5.31217)
C (1.26665, 3.70633, -5.15610)
O (0.83171, 3.02017, -4.01051)
C (-0.04935, 3.79974, -3.32177)
O (-0.49460, 3.69150, -2.25420)
O (-0.44687, 4.84532, -4.11660)
F (2.57097, 4.13695, -4.92598)
H (-0.37557, 4.63826, -6.12717)
H (0.73594, 5.78844, -5.45898)
H (1.31144, 2.98452, -5.99516)
C (6.82258, 1.42492, 2.24079)
C (7.25899, 0.89182, 3.56313)
O (6.14363, 1.14281, 4.42008)
C (5.23991, 1.98440, 3.82627)
O (4.31410, 2.48644, 4.30560)
O (5.61612, 2.11562, 2.52860)
F (8.27942, 1.66858, 4.11054)
H (6.70451, 0.63328, 1.47834)
H (7.49118, 2.23666, 1.92071)
H (7.52482, -0.13124, 3.67660)
C (-4.89796, 1.83229, 3.22256)
C (-4.86844, 0.41545, 3.91933)
O (-6.05424, -0.16681, 3.44512)
C (-6.87455, 0.65279, 2.85439)
O (-8.00416, 0.42565, 2.55531)
O (-6.23654, 1.86956, 2.59474)
F (-4.96868, 0.51407, 5.27414)
H (-4.18236, 1.80156, 2.37593)
H (-4.82841, 2.70971, 3.89664)
H (-4.08819, -0.26455, 3.62952)
C (5.81639, -4.40330, 5.56360)
C (4.31688, -4.27741, 5.80732)
O (3.99041, -3.13905, 5.03188)
C (5.02492, -2.78651, 4.25355)
O (5.02252, -1.91875, 3.42856)
O (6.17736, -3.41963, 4.66287)
F (3.82676, -3.98481, 7.06282)
H (6.01251, -5.35995, 5.13438)
H (6.33571, -4.22381, 6.49991)
H (3.80361, -5.11814, 5.40821)
C (1.46769, 0.46425, 1.76913)
C (0.18749, 0.71227, 1.04443)
O (0.06037, -0.41626, 0.13924)
C (1.24920, -1.07736, 0.13708)
O (1.44468, -2.03180, -0.59530)
O (2.16104, -0.52216, 0.96522)
F (0.20750, 1.87477, 0.28761)
H (1.29061, -0.02934, 2.74467)
H (2.04810, 1.30077, 2.02554)
H (-0.65149, 0.80124, 1.76962)
C (-0.07951, -2.77618, -4.93457)
C (0.34081, -2.51207, -3.49345)
O (1.64569, -2.04257, -3.61932)
C (2.15570, -2.57126, -4.72267)
O (3.33354, -2.50383, -4.90810)
O (1.17979, -3.05404, -5.48161)
F (0.49233, -3.71416, -2.80454)
H (-0.61741, -1.92699, -5.34911)
H (-0.67018, -3.65756, -5.08443)
H (-0.23751, -1.84620, -2.90241)
C (-3.14585, 0.52685, -7.47499)
C (-2.67733, 1.86623, -7.81914)
O (-1.45757, 2.00941, -7.17220)
C (-1.26727, 0.88636, -6.31718)
O (-0.39671, 0.81311, -5.51236)
O (-2.22252, -0.01179, -6.51495)
F (-3.46421, 2.90020, -7.47440)
H (-3.18178, -0.06451, -8.39034)
H (-4.12782, 0.47701, -7.12971)
H (-2.43435, 2.08139, -8.88499)


ORCA calculation (ωB97M-V with the def2-TZVPD basis set) on 8 unconnected molecules or ions with the total composition C51H94F6N3O16PS4Si.

Output
* structure (SMILES): C[Si](C)(C)OCC[C@@](NS)([PH2]=S)[C@@](CCCCCCCSc1nnco1)(O[C@@H](O)C(=O)C(F)(F)C(F)(F)C(F)(F)C(=O)O)S(C)(=O)=O.C1CCOC1.C1CCOC1.C1CCOC1.C1CCOC1.C1CCOC1.C1CCOC1.C1CCOC1
* energy: -168446.4661 eV

Positions of all 176 atoms, in Å:
C (-6.04727, 4.23990, -2.93348)
Si (-4.90826, 2.89078, -2.18363)
C (-5.97874, 1.79517, -1.04548)
C (-4.00483, 1.87381, -3.52772)
O (-3.66176, 3.72360, -1.32978)
C (-3.04150, 2.81620, -0.38367)
C (-1.54862, 3.22768, -0.27029)
C (-0.79800, 3.04548, 1.07242)
N (0.62002, 3.51388, 1.04267)
S (1.16651, 4.35956, -0.32983)
P (-1.58476, 4.44339, 2.18826)
S (-0.36113, 5.93167, 2.52465)
C (-0.75119, 1.65304, 1.80196)
C (0.03643, 0.49121, 1.11899)
C (0.33115, 0.63401, -0.44195)
C (-0.82220, 0.05423, -1.34787)
C (-0.20501, -0.56322, -2.68261)
C (-0.99193, -1.85389, -3.12969)
C (-0.53585, -3.01751, -2.15733)
C (-1.77463, -3.89248, -1.74769)
S (-1.45886, -4.63524, -0.08364)
C (-2.66669, -4.10651, 1.10624)
N (-3.82438, -4.60942, 1.44326)
N (-4.42086, -3.90507, 2.43786)
C (-3.54305, -2.92742, 2.68761)
O (-2.45999, -2.99403, 1.91999)
O (-0.43945, 1.96462, 3.16590)
C (0.85059, 1.80333, 3.65648)
O (1.15179, 2.93685, 4.47995)
C (0.87337, 0.57752, 4.65727)
O (1.59712, -0.31486, 4.37026)
C (0.00958, 0.54425, 5.98475)
F (0.04073, -0.76119, 6.39642)
F (-1.31707, 0.82748, 5.77807)
C (0.59393, 1.41136, 7.16574)
F (0.63882, 0.59600, 8.27145)
F (1.88855, 1.78218, 6.96308)
C (-0.28470, 2.64253, 7.58442)
F (0.51825, 3.45193, 8.35733)
F (-0.70405, 3.40994, 6.54380)
C (-1.53829, 2.28935, 8.46992)
O (-1.50192, 1.91338, 9.58017)
O (-2.77649, 2.49670, 7.86536)
S (-2.43089, 0.81724, 2.14374)
C (-3.62081, 1.83074, 3.05013)
O (-2.06108, -0.21477, 3.13470)
O (-2.95804, 0.08523, 0.99792)
H (-7.05890, 3.81947, -3.10326)
H (-6.07536, 5.10894, -2.23559)
H (-5.53897, 4.57933, -3.86398)
H (-5.93453, 2.24533, -0.02382)
H (-5.50770, 0.78632, -0.95731)
H (-7.01443, 1.74895, -1.44424)
H (-2.91035, 1.92168, -3.31571)
H (-4.17375, 2.39947, -4.48909)
H (-4.40900, 0.84002, -3.49259)
H (-3.20670, 1.79349, -0.80406)
H (-3.64512, 2.88337, 0.54927)
H (-1.04308, 2.81529, -1.17399)
H (-1.60421, 4.33092, -0.47333)
H (1.28124, 2.76222, 1.19913)
H (0.96220, 5.69058, -0.06692)
H (-1.99085, 3.96043, 3.45371)
H (-2.71113, 5.00706, 1.50778)
H (-0.47129, -0.50281, 1.19186)
H (1.04884, 0.28421, 1.54820)
H (0.65576, 1.64836, -0.74667)
H (1.20455, -0.03561, -0.64999)
H (-1.34446, -0.79235, -0.84436)
H (-1.51692, 0.84272, -1.69822)
H (-0.36813, 0.19392, -3.49061)
H (0.88951, -0.74362, -2.61992)
H (-2.06917, -1.62519, -2.95972)
H (-0.80055, -2.06704, -4.20184)
H (-0.08364, -2.53481, -1.26052)
H (0.23604, -3.63809, -2.66897)
H (-2.74488, -3.36661, -1.85351)
H (-1.80607, -4.75502, -2.48800)
H (-3.60940, -2.13509, 3.45041)
H (1.69808, 1.70727, 2.95102)
H (1.88798, 3.40118, 4.04878)
H (-2.98956, 1.75468, 7.27431)
H (-4.57438, 1.24679, 3.08595)
H (-3.26980, 1.88247, 4.10693)
H (-3.86578, 2.82819, 2.64418)
C (-1.11029, -8.93806, -3.68131)
C (0.12613, -8.39858, -4.37797)
C (-0.12813, -6.90203, -4.35165)
O (-0.89976, -6.63187, -3.17107)
C (-1.36564, -7.87594, -2.62809)
H (-0.97656, -9.93358, -3.25721)
H (-1.94604, -8.97480, -4.38351)
H (1.01689, -8.63772, -3.78989)
H (0.26940, -8.78795, -5.38640)
H (-0.71691, -6.58387, -5.21701)
H (0.79565, -6.31985, -4.32527)
H (-0.79618, -8.07826, -1.71482)
H (-2.42139, -7.78791, -2.36704)
C (-1.14442, 10.58311, 5.10188)
C (0.26105, 10.49885, 5.66924)
C (0.90565, 9.47191, 4.75406)
O (0.27118, 9.60115, 3.47657)
C (-0.88976, 10.42765, 3.61253)
H (-1.66459, 11.50844, 5.35037)
H (-1.74384, 9.74500, 5.46843)
H (0.76369, 11.46433, 5.56136)
H (0.29509, 10.21324, 6.72072)
H (0.73157, 8.45246, 5.11512)
H (1.98121, 9.62294, 4.64480)
H (-0.67215, 11.39415, 3.14424)
H (-1.72922, 9.96831, 3.08778)
C (5.19265, 1.44893, -2.39347)
C (5.30856, -0.01031, -2.79944)
C (3.86513, -0.36190, -3.11704)
O (3.24258, 0.83841, -3.59364)
C (4.10933, 1.95007, -3.33304)
H (6.12495, 2.00617, -2.48392)
H (4.85120, 1.51994, -1.35642)
H (5.92177, -0.09720, -3.70065)
H (5.74277, -0.64861, -2.02974)
H (3.32805, -0.68690, -2.21815)
H (3.77954, -1.14337, -3.87411)
H (4.53315, 2.27782, -4.28856)
H (3.53199, 2.77345, -2.90792)
C (-4.46413, -8.72875, -7.20228)
C (-5.19707, -7.40022, -7.15768)
C (-4.44768, -6.66557, -6.05966)
O (-3.09660, -7.14478, -6.08898)
C (-3.03138, -8.30508, -6.92922)
H (-4.57719, -9.26205, -8.14611)
H (-4.82224, -9.37769, -6.39796)
H (-5.07376, -6.87640, -8.10980)
H (-6.26412, -7.49280, -6.95592)
H (-4.86424, -6.89279, -5.07270)
H (-4.45440, -5.58325, -6.19859)
H (-2.51762, -8.02214, -7.85446)
H (-2.45014, -9.08464, -6.43377)
C (3.85946, -1.88079, 6.11030)
C (5.27816, -1.98093, 6.64200)
C (5.89043, -3.01516, 5.71218)
O (5.22514, -2.88056, 4.44927)
C (4.07525, -2.04002, 4.61592)
H (3.35672, -0.95029, 6.37095)
H (3.25954, -2.71151, 6.49218)
H (5.78816, -1.02085, 6.52044)
H (5.33550, -2.26622, 7.69244)
H (5.71616, -4.03277, 6.07783)
H (6.96500, -2.87367, 5.57743)
H (4.29276, -1.07697, 4.14068)
H (3.21852, -2.48935, 4.11347)
C (-1.30949, 4.25327, -6.93233)
C (-0.24534, 3.18415, -6.76161)
C (-0.22924, 2.99679, -5.25510)
O (-1.55841, 3.27298, -4.78849)
C (-2.30690, 3.87742, -5.85075)
H (-1.75179, 4.27838, -7.92827)
H (-0.88356, 5.23848, -6.72255)
H (-0.56597, 2.25969, -7.25027)
H (0.72754, 3.46298, -7.16608)
H (0.45113, 3.70723, -4.77340)
H (0.05883, 1.98606, -4.96062)
H (-3.02849, 3.13882, -6.21756)
H (-2.85597, 4.73944, -5.46654)
C (7.59642, -3.70641, 2.33897)
C (9.03309, -3.55967, 1.86890)
C (8.86166, -3.47404, 0.36141)
O (7.58735, -2.86245, 0.12559)
C (6.85227, -2.82075, 1.35756)
H (7.44108, -3.41386, 3.37454)
H (7.27328, -4.74506, 2.22496)
H (9.45497, -2.62547, 2.25108)
H (9.68359, -4.37816, 2.17787)
H (8.84718, -4.47002, -0.09449)
H (9.64505, -2.88404, -0.11819)
H (6.82892, -1.78074, 1.70139)
H (5.82758, -3.15248, 1.18483)


ORCA calculation (ωB97M-V with the def2-TZVPD basis set) on C3H11O2PS2Si in the gas phase.

Output
* structure (SMILES): OP(O)[Si@@H](S)CCCS
* energy: -46222.6321 eV

Positions of all 20 atoms, in Å:
O (1.73749, -0.63379, 2.14727)
P (2.51845, 0.12563, 0.90169)
O (2.40247, -0.95997, -0.35151)
Si (0.92604, 1.66458, 0.24622)
S (1.39488, 2.06633, -1.81357)
C (-0.90571, 1.32286, 0.55498)
C (-1.41307, -0.12328, 0.54790)
C (-1.02424, -0.91726, -0.70960)
S (-2.50166, -1.74914, -1.37420)
H (0.93236, -1.11549, 1.92381)
H (1.96530, -1.78965, -0.14484)
H (1.27712, 2.92686, 0.93578)
H (1.63457, 0.78168, -2.12048)
H (-1.46615, 1.90668, -0.18087)
H (-1.12724, 1.76379, 1.53174)
H (-1.07967, -0.64474, 1.44808)
H (-2.50322, -0.10288, 0.62516)
H (-0.28592, -1.68739, -0.49257)
H (-0.61464, -0.25110, -1.46746)
H (-1.86717, -2.58373, -2.20752)


ORCA calculation (ωB97M-V with the def2-TZVPD basis set) on 2 unconnected molecules or ions with the total composition C4H8O3.

Output
* structure (SMILES): COC(=O)C=O.C
* energy: -10419.3650 eV

Positions of all 15 atoms, in Å:
C (2.42644, -0.02177, 0.38060)
O (1.11855, 0.15788, 0.93324)
C (0.24096, -0.79457, 0.60187)
O (0.45309, -1.72031, -0.13672)
C (-1.08610, -0.51964, 1.31237)
C (-1.65121, 0.78623, -1.39479)
O (-1.94736, -1.35286, 1.38738)
H (2.81815, -0.99498, 0.68621)
H (3.03358, 0.79079, 0.77970)
H (2.37282, 0.01808, -0.70971)
H (-1.18067, 0.49881, 1.73297)
H (-0.87706, 1.37029, -0.88711)
H (-2.61214, 0.97969, -0.91130)
H (-1.69741, 1.07802, -2.44618)
H (-1.41164, -0.27566, -1.32853)